{"formula": "C23H91F3NO31", "method": "ωB97M-V with the def2-TZVPD basis set", "molar_mass_g_mol": 935.0, "energy_ev": -98426.50454, "total_charge": 1, "homo_lumo_gap_ev": 8.14, "lumo_ev": -3.339, "homo_ev": -11.48, "symbols": ["C", "C", "C", "C", "C", "C", "C", "C", "C", "C", "C", "C", "C", "O", "C", "C", "C", "C", "O", "C", "C", "F", "F", "F", "N", "C", "C", "C", "C", "O", "H", "H", "H", "H", "H", "H", "H", "H", "H", "H", "H", "H", "H", "H", "H", "H", "H", "H", "H", "H", "H", "H", "H", "H", "H", "H", "H", "H", "H", "H", "H", "H", "H", "H", "H", "O", "H", "H", "O", "H", "H", "O", "H", "H", "O", "H", "H", "O", "H", "H", "O", "H", "H", "O", "H", "H", "O", "H", "H", "O", "H", "H", "O", "H", "H", "O", "H", "H", "O", "H", "H", "O", "H", "H", "O", "H", "H", "O", "H", "H", "O", "H", "H", "O", "H", "H", "O", "H", "H", "O", "H", "H", "O", "H", "H", "O", "H", "H", "O", "H", "H", "O", "H", "H", "O", "H", "H", "O", "H", "H", "O", "H", "H", "O", "H", "H", "O", "H", "H"], "coordinates": [[1.0055, -3.6762, -3.2027], [-0.0217, -3.8360, -2.4058], [-1.3999, -3.9449, -1.5465], [-2.3869, -2.7575, -2.0653], [-2.5926, -1.5785, -0.9514], [-1.1614, -0.8974, -0.5940], [-0.3699, -1.4425, 0.6840], [1.0318, -0.8152, 1.0812], [1.8443, -1.3166, 2.4037], [1.1970, -0.5078, 3.6811], [2.0614, 0.8409, 4.0417], [1.4451, 2.1581, 3.3440], [2.4351, 3.4355, 3.3261], [3.7678, 3.1575, 2.8174], [4.1216, 4.0055, 1.6953], [1.5803, 0.3214, 0.1105], [3.0370, 0.9750, 0.4291], [4.1897, 0.0943, -0.2909], [4.5339, -1.1351, 0.4062], [5.6337, -0.9410, 1.3394], [6.7697, -2.0386, 0.9122], [7.4606, -2.6024, 2.0280], [6.0421, -3.1318, 0.2843], [7.6728, -1.5245, -0.0979], [0.8267, 0.7989, -1.0540], [-0.4916, 0.2749, -1.4294], [-1.1907, 0.9600, -2.7198], [-1.0397, 0.1252, -4.1020], [-2.5597, -0.0677, -4.6816], [-0.3169, 0.9086, -5.1233], [1.9603, -3.6263, -3.8290], [-1.2199, -3.9441, -0.4143], [-1.8628, -4.9756, -1.8073], [-3.4018, -3.2373, -2.3629], [-1.8983, -2.3548, -3.0424], [-3.0645, -2.1185, -0.0330], [-3.3640, -0.8179, -1.3483], [-0.8318, -2.2883, 1.3310], [2.9545, -0.9927, 2.3842], [1.8004, -2.4551, 2.5279], [1.2445, -1.1941, 4.6117], [0.0860, -0.2171, 3.4909], [3.1869, 0.6758, 3.8414], [1.9575, 0.9544, 5.1977], [0.5263, 2.4692, 3.9916], [1.0230, 1.9019, 2.3019], [1.9132, 4.2750, 2.7066], [2.4813, 3.8622, 4.4110], [4.6581, 4.9806, 2.0456], [4.8955, 3.4719, 1.0041], [3.2355, 4.2823, 1.0070], [3.2061, 0.9635, 1.5637], [3.0914, 2.0302, -0.0417], [3.7610, -0.2294, -1.3263], [5.1543, 0.6738, -0.5251], [5.3029, -1.1761, 2.4322], [6.0423, 0.1352, 1.3637], [1.2256, 1.5595, -1.6313], [-0.7267, 2.0171, -2.8884], [-2.2946, 1.1690, -2.4130], [-0.5081, -0.8797, -3.9082], [-3.2177, 0.8281, -4.3285], [-3.0727, -1.0098, -4.2763], [-2.5651, -0.0227, -5.8330], [0.3555, 1.4894, -4.6820], [3.8517, -4.2053, 2.3444], [4.2292, -4.5634, 1.5299], [4.6236, -4.0009, 2.8894], [-5.0918, -0.6902, -2.7646], [-5.5676, -1.2004, -3.4339], [-5.3735, 0.2232, -2.9216], [-5.5187, 1.7087, -4.8165], [-5.5690, 1.0484, -5.5219], [-5.5154, 2.5535, -5.2870], [4.4945, 2.4841, -1.8628], [4.8682, 2.1202, -2.6779], [5.2697, 2.6953, -1.3243], [3.9415, 3.0314, 6.3925], [4.3183, 2.6751, 5.5765], [4.7140, 3.2300, 6.9394], [-2.4662, -0.4479, 3.2168], [-2.4668, -0.9105, 2.3696], [-3.4029, -0.2709, 3.3867], [0.6395, -4.3103, 0.8078], [1.0168, -4.6701, -0.0071], [1.4122, -4.0996, 1.3497], [-2.0968, 2.8487, 3.0764], [-2.1224, 1.8872, 3.1840], [-1.4278, 3.1375, 3.7096], [-4.2463, 0.7151, 5.1772], [-3.6272, 1.1638, 5.7671], [-5.0943, 0.7801, 5.6351], [-4.3078, -0.7667, -6.9812], [-4.3564, -1.4284, -7.6881], [-4.3018, 0.0771, -7.4518], [4.9573, 3.5101, -4.4235], [4.9495, 3.0518, -5.2748], [4.0242, 3.6887, -4.2458], [0.0219, -0.2531, 6.4230], [-0.6447, -0.4150, 5.7411], [-0.4956, -0.0115, 7.2028], [-4.7380, -1.1069, 1.6847], [-5.1347, -0.7695, 0.8648], [-5.1635, -1.9641, 1.8165], [6.3707, 4.9149, -1.8035], [5.8925, 4.4025, -2.4708], [6.0886, 5.8248, -1.9623], [-5.6203, 4.2745, -2.8932], [-5.6116, 3.4268, -3.3556], [-6.2367, 4.1355, -2.1618], [3.9543, -4.2532, -3.1688], [4.6010, -4.9571, -3.3101], [4.1917, -3.8871, -2.3065], [4.1836, 1.2431, 8.9800], [3.7885, 1.5945, 8.1705], [3.7506, 0.3855, 9.0986], [-5.0903, 7.0337, -1.3574], [-5.1411, 6.3726, -2.0622], [-5.0871, 7.8770, -1.8279], [-5.8704, -2.4546, -8.4459], [-6.5318, -2.6167, -9.1314], [-6.3927, -2.2075, -7.6715], [1.1633, 2.6609, -6.8448], [0.7847, 3.4954, -6.5389], [0.5148, 1.9958, -6.5731], [-6.2337, 0.3428, -0.3166], [-6.2341, -0.1163, -1.1704], [-7.1695, 0.5210, -0.1464], [2.3309, -0.4028, 10.4530], [1.9544, 0.4317, 10.7657], [1.6882, -1.0681, 10.7307], [1.1926, 1.9016, 9.2220], [1.1410, 1.2467, 8.5133], [1.1969, 2.7490, 8.7579], [-6.7205, -5.3798, -8.3297], [-6.3383, -5.7412, -9.1399], [-5.9529, -5.1760, -7.7801], [3.5875, -5.7407, 5.0614], [3.1896, -5.3949, 4.2502], [3.1599, -6.5979, 5.1846], [-0.3766, -6.9548, -4.3283], [0.1165, -6.2870, -3.8313], [-1.2882, -6.6375, -4.3045], [-9.2099, -0.6975, 0.9868], [-9.3097, -0.2153, 1.8182], [-8.8999, -1.5708, 1.2591], [0.3736, 3.9848, -3.5967], [0.8731, 4.6405, -3.0920], [-0.5349, 4.3150, -3.5738]], "lowdin_charge": [0.0746, -0.1101, -0.1691, -0.1844, -0.1367, -0.0255, 0.0870, -0.0256, -0.1106, -0.1673, -0.1839, -0.1582, -0.2117, -0.2459, -0.1256, -0.0433, -0.0797, -0.1785, -0.1836, -0.0694, -0.2961, 0.0654, 0.0211, 0.0496, 0.1339, -0.0357, -0.0685, -0.3097, -0.0579, -0.1076, 0.0438, 0.0812, 0.1168, 0.1214, 0.0856, 0.1156, 0.0906, 0.1251, 0.0853, 0.0957, 0.1103, 0.0996, 0.1064, 0.1066, 0.1107, 0.1046, 0.1298, 0.1261, 0.1139, 0.0902, 0.0972, 0.0978, 0.1002, 0.1457, 0.1181, 0.1456, 0.1524, 0.1530, 0.1023, 0.1304, 0.1329, 0.0703, 0.0649, 0.0746, 0.0775, -0.0478, 0.0486, 0.0533, -0.0617, 0.0735, 0.0354, -0.0537, 0.0373, 0.0584, -0.0802, 0.0465, 0.0345, -0.0588, 0.0345, 0.0551, -0.0798, -0.0017, 0.0033, -0.0623, 0.0415, 0.0128, -0.0621, -0.0016, 0.0121, -0.0457, 0.0452, 0.0513, -0.0747, 0.0222, 0.0508, -0.0473, 0.0637, 0.0454, -0.0572, 0.0310, 0.0438, -0.0572, 0.0037, 0.0551, -0.0604, -0.0095, 0.0457, -0.0469, -0.0013, 0.0553, -0.0698, 0.0538, 0.0367, -0.0730, -0.0128, 0.0061, -0.0662, -0.0014, 0.0365, -0.0626, 0.0587, 0.0496, -0.0617, 0.0297, -0.0007, -0.0549, 0.0120, 0.0433, -0.0607, 0.0331, 0.0484, -0.0538, 0.0218, 0.0520, -0.0681, 0.0410, 0.0298, -0.0665, 0.0012, 0.0391, -0.0660, -0.0007, 0.0285, -0.0564, 0.0453, 0.0401, -0.0571, 0.0513, 0.0559]}